[1]
{"formula": "C2H9N3O", "method": "the ωB97M-V functional and the def2-TZVPD basis", "e_lumo_ev": [-8.968, -10.744], "e_tot_ev": -8714.347, "homo_lumo_gap_ev": [9.68, 7.65], "e_above_lowest_kj_mol": 503.22, "total_charge": 2, "species": ["C", "C", "N", "N", "N", "O", "H", "H", "H", "H", "H", "H", "H", "H", "H"], "positions_angstrom": [[2.132576, 0.868678, -0.035289], [-1.320848, -0.475480, 0.284111], [2.130408, 0.803881, 1.300222], [2.866309, 0.181206, -0.853539], [-2.632219, -0.242186, -0.363060], [3.617431, -0.906334, -0.323954], [-0.468138, 0.272473, 0.120712], [-1.196902, -1.432363, 0.655660], [1.364089, 1.151986, 1.896605], [2.860330, 0.414878, 1.799217], [2.901199, 0.362182, -1.860487], [-2.732184, -1.061464, -0.923949], [-2.642149, 0.559242, -0.979144], [-3.571755, -0.185257, 0.129318], [4.226478, -1.334490, -0.958650]], "forces_ev_per_angstrom": [[1.0, -1.3, 2.0], [0.5, 3.1, -0.5], [-2.6, 1.4, -2.7], [0.4, -0.4, 0.2], [-0.4, 0.2, 0.5], [-1.0, 0.7, 0.5], [-1.9, -1.2, 0.2], [0.3, -1.6, 0.8], [0.5, -0.1, -0.8], [2.4, -1.0, 1.1], [0.2, 0.0, 0.3], [-0.5, -0.9, -1.1], [0.2, 0.4, -0.4], [1.5, -0.1, 0.5], [-0.4, 0.6, -0.5]]}

[2]
{"formula": "C2H9N3O", "method": "the ωB97M-V functional and the def2-TZVPD basis", "e_lumo_ev": [-10.491, -9.750], "e_tot_ev": -8714.364, "homo_lumo_gap_ev": [8.37, 9.13], "e_above_lowest_kj_mol": 501.55, "total_charge": 2, "species": ["C", "C", "N", "N", "N", "O", "H", "H", "H", "H", "H", "H", "H", "H", "H"], "positions_angstrom": [[-1.015533, 0.317819, 0.096712], [1.498829, -0.254015, 0.717195], [-1.293111, 1.527760, -0.279280], [-1.788350, -0.691483, 0.334933], [2.449426, -0.208858, -0.404623], [-3.130805, -0.608329, 0.140327], [1.504050, 0.417769, 1.507168], [1.070678, -1.246337, 0.908415], [-0.661576, 2.122959, -0.834027], [-2.304672, 1.894816, -0.135568], [-1.451820, -1.514783, 0.764709], [3.385993, -0.624886, -0.132697], [2.735115, 0.795583, -0.768954], [2.265647, -0.923731, -1.259509], [-3.263868, -1.004291, -0.654801]], "forces_ev_per_angstrom": [[1.3, 0.2, -0.4], [-2.1, -2.2, -2.1], [-2.1, 0.7, 0.1], [0.8, 1.1, -0.2], [1.8, -0.3, -2.1], [0.3, 2.2, 3.8], [0.6, 1.5, 1.0], [0.7, 0.4, -0.1], [-0.4, -0.5, 0.7], [2.0, -0.7, -0.4], [0.2, -1.0, 0.7], [-0.7, 0.6, 0.4], [-1.0, -2.3, 0.7], [-0.3, 2.3, 2.1], [-1.2, -2.1, -4.1]]}